No. 1
C4H4O | wB97M-V/def2-TZVPD

Geometry as XYZ:
```
9
Properties=species:S:1:pos:R:3
C -2.1486 -0.2489 -0.0513
C -0.9159 -0.0917 0.0555
C 0.4262 0.1601 0.0182
C 1.3714 -0.9999 -0.0202
O 0.7474 1.3747 -0.0006
H -3.2319 -0.2818 0.0587
H 1.8652 -1.0938 1.0387
H 2.0519 -0.5415 -0.8478
H 0.9371 -1.9983 -0.2580
```

Summary:
- spin multiplicity = 1
- ΔE to the lowest compared entry with this formula, charge and spin (kcal per mole) = 50.3
- highest occupied orbital energy (eV) = -10.18
- SMILES string = C#CC(C)=O
- frontier orbital gap (eV) = 9.97
- charge = 0
- strongest force on any atom (eV Å⁻¹) = 7.924

Computed natural (NBO) charges, given in elementary charges: number 1, C, carries -0.136; number 2, C, carries -0.111; number 3, C, carries 0.453; number 4, C, carries -0.711; number 5, O, carries -0.503; number 6, H, carries 0.250; number 7, H, carries 0.257; number 8, H, carries 0.260; number 9, H, carries 0.241


No. 2
C6H14NOS | wB97M-V/def2-TZVPD

Geometry as XYZ:
```
23
Properties=species:S:1:pos:R:3
C -0.9470 1.3679 -0.0692
C -2.4247 1.2425 0.1421
C -1.6599 -1.2016 0.6661
C 1.9492 0.6682 -0.7601
C 1.5779 -1.4497 0.6222
C 0.9280 -0.3706 -0.3437
N -0.1664 0.3016 0.4853
O 0.2375 -0.9626 -1.3724
S -2.8216 -0.4593 -0.3519
H -0.7283 1.0905 -1.1117
H -0.5218 2.2862 0.2828
H -2.9228 1.5625 1.0309
H -2.8993 2.0530 -0.5440
H -1.2506 -2.1213 0.2254
H -1.3684 -0.9430 1.7622
H 2.2266 1.1509 0.1217
H 1.6414 1.3564 -1.5861
H 2.8441 0.2890 -1.3095
H 1.9947 -0.8054 1.4676
H 0.8758 -2.0993 1.1365
H 2.5007 -1.9817 0.0270
H 0.1423 0.4869 1.4652
H 0.7926 -1.4612 -1.9864
```

Summary:
- spin multiplicity = 1
- ΔE to the lowest compared entry with this formula, charge and spin (kcal per mole) = 53.0
- highest occupied orbital energy (spin up / spin down) (eV) = -13.60 / -13.60
- frontier orbital gap (spin up / spin down) (eV) = 9.25 / 9.25
- charge = +1
- strongest force on any atom (eV Å⁻¹) = 3.258

Computed natural (NBO) charges, given in elementary charges: number 1, C, carries -0.280; number 2, C, carries -0.569; number 3, C, carries -0.330; number 4, C, carries -0.681; number 5, C, carries -0.650; number 6, C, carries 0.428; number 7, N, carries -0.492; number 8, O, carries -0.742; number 9, S, carries 0.457; number 10, H, carries 0.244; number 11, H, carries 0.247; number 12, H, carries 0.256; number 13, H, carries 0.283; number 14, H, carries 0.256; number 15, H, carries 0.248; number 16, H, carries 0.223; number 17, H, carries 0.244; number 18, H, carries 0.250; number 19, H, carries 0.216; number 20, H, carries 0.223; number 21, H, carries 0.256; number 22, H, carries 0.406; number 23, H, carries 0.509


No. 3
C36H43KN9S5 | wB97M-V/def2-TZVPD

Geometry as XYZ:
```
94
Properties=species:S:1:pos:R:3
K 0.9338 -0.2485 1.5856
S 2.0776 -2.8821 2.1202
C 3.5699 -2.2944 1.5353
C 4.7069 -2.3598 2.3632
C 5.9540 -1.9747 1.9345
C 6.1456 -1.5472 0.6265
C 5.0518 -1.4792 -0.2147
C 3.7782 -1.7852 0.2370
S 2.4216 -1.4538 -0.8746
C 2.9198 0.2334 -1.3828
C 1.8751 1.3012 -1.3954
C 2.1236 2.4308 -2.1789
C 1.2810 3.5184 -2.0623
C 0.2050 3.4351 -1.1978
C 0.0046 2.2523 -0.4901
C -1.0995 2.1673 0.4949
S -0.4741 2.5542 2.1817
C 0.5412 3.9706 1.8024
C -0.1021 5.1955 1.7560
C 0.5754 6.3471 1.4047
C 1.9257 6.2558 1.0816
C 2.5771 5.0495 1.1483
C 1.9189 3.8625 1.5258
S 2.8296 2.4203 1.5913
N 0.8280 1.2136 -0.5925
H 4.5572 -2.7248 3.3708
H 6.7938 -2.0071 2.6155
H 7.1269 -1.2667 0.2705
H 5.1872 -1.1631 -1.2401
H 3.3793 0.1680 -2.3729
H 3.6750 0.5481 -0.6562
H 2.9816 2.4638 -2.8359
H 1.4718 4.4254 -2.6192
H -0.4560 4.2777 -1.0570
H -1.5049 1.1660 0.5807
H -1.8909 2.8773 0.2572
H -1.1571 5.2264 1.9956
H 0.0640 7.2996 1.3752
H 2.4668 7.1459 0.7839
H 3.6298 4.9764 0.9072
N 2.6676 0.7439 4.2721
C 1.6925 -0.0290 4.7274
N 1.8937 -0.6765 5.8883
C 0.8701 -1.4000 6.3106
N 0.9918 -2.0448 7.5034
N -0.3139 -1.5086 5.6981
C -0.3950 -0.8551 4.5423
N 0.5573 -0.1101 4.0179
C -1.6561 -0.9866 3.7956
C -2.8228 -1.3353 4.4785
C -4.0002 -1.4816 3.7709
C -3.9783 -1.2612 2.4022
C -2.7709 -0.9037 1.8208
N -1.6370 -0.7764 2.4829
H 3.5197 0.7898 4.8001
H 2.5848 1.3011 3.4140
H 1.9347 -2.2015 7.8159
H 0.3068 -2.7646 7.6673
H -2.7748 -1.4769 5.5461
H -4.9171 -1.7638 4.2718
H -4.8682 -1.3562 1.7979
H -2.7262 -0.7068 0.7597
C -3.9596 -5.0261 -2.7451
C -4.1562 -3.5255 -2.5606
C -3.5122 -2.9871 -1.2821
C -1.9798 -3.0511 -1.2793
N -1.3965 -2.4942 -2.4823
C -1.3452 -1.1702 -2.7334
S -2.1876 -0.0649 -1.8402
N -0.6487 -0.8048 -3.8377
C -0.2764 0.5730 -4.0876
C -1.3951 1.4408 -4.6681
C -1.8928 1.0354 -6.0556
C -2.7687 -0.2136 -6.0380
H -4.5097 -5.3820 -3.6149
H -4.3154 -5.5639 -1.8680
H -2.9079 -5.2597 -2.8888
H -5.2266 -3.3065 -2.5191
H -3.7460 -2.9890 -3.4204
H -3.8706 -3.5482 -0.4166
H -3.8145 -1.9463 -1.1650
H -1.6434 -4.0850 -1.2078
H -1.6022 -2.5085 -0.4035
H -0.7340 -3.0802 -2.9678
H -0.0385 -1.5082 -4.2282
H 0.5843 0.5652 -4.7587
H 0.0251 1.0332 -3.1415
H -1.0018 2.4603 -4.7079
H -2.2276 1.4314 -3.9636
H -1.0462 0.8833 -6.7328
H -2.4844 1.8660 -6.4503
H -2.1977 -1.0870 -5.7346
H -3.1893 -0.3952 -7.0266
H -3.5866 -0.0833 -5.3326
```

Summary:
- spin multiplicity = 1
- ΔE to the lowest compared entry with this formula, charge and spin (kcal per mole) = 19.9
- highest occupied orbital energy (eV) = -3.71
- frontier orbital gap (eV) = 5.77
- charge = -1
- strongest force on any atom (eV Å⁻¹) = 1.220

Computed Mulliken charges, given in elementary charges: number 1, K, carries 0.993; number 2, S, carries -0.420; number 3, C, carries 0.109; number 4, C, carries -0.639; number 5, C, carries -0.593; number 6, C, carries -0.651; number 7, C, carries -0.412; number 8, C, carries 0.192; number 9, S, carries 0.005; number 10, C, carries -1.193; number 11, C, carries -0.216; number 12, C, carries -0.668; number 13, C, carries -1.080; number 14, C, carries -0.722; number 15, C, carries 0.051; number 16, C, carries 0.709; number 17, S, carries -0.331; number 18, C, carries -0.040; number 19, C, carries -0.389; number 20, C, carries -0.658; number 21, C, carries -0.585; number 22, C, carries -0.740; number 23, C, carries 0.715; number 24, S, carries -0.392; number 25, N, carries 2.198; number 26, H, carries 0.398; number 27, H, carries 0.345; number 28, H, carries 0.385; number 29, H, carries 0.331; number 30, H, carries 0.402; number 31, H, carries 0.495; number 32, H, carries 0.469; number 33, H, carries 0.414; number 34, H, carries 0.464; number 35, H, carries -1.455; number 36, H, carries 0.728; number 37, H, carries 0.403; number 38, H, carries 0.370; number 39, H, carries 0.350; number 40, H, carries 0.435; number 41, N, carries -0.102; number 42, C, carries 0.493; number 43, N, carries -0.782; number 44, C, carries 0.298; number 45, N, carries -0.422; number 46, N, carries -0.640; number 47, C, carries -0.091; number 48, N, carries -0.172; number 49, C, carries 0.208; number 50, C, carries -0.718; number 51, C, carries -0.559; number 52, C, carries -1.195; number 53, C, carries 0.310; number 54, N, carries 0.548; number 55, H, carries 0.191; number 56, H, carries -0.176; number 57, H, carries 0.260; number 58, H, carries 0.254; number 59, H, carries 0.496; number 60, H, carries 0.400; number 61, H, carries 0.472; number 62, H, carries 0.139; number 63, C, carries -1.304; number 64, C, carries -0.335; number 65, C, carries -0.369; number 66, C, carries -0.675; number 67, N, carries 0.019; number 68, C, carries 0.184; number 69, S, carries -0.547; number 70, N, carries -0.009; number 71, C, carries -0.539; number 72, C, carries -0.483; number 73, C, carries -0.733; number 74, C, carries -1.038; number 75, H, carries 0.397; number 76, H, carries 0.284; number 77, H, carries 0.299; number 78, H, carries 0.420; number 79, H, carries 0.000; number 80, H, carries 0.617; number 81, H, carries 0.158; number 82, H, carries 0.688; number 83, H, carries -0.211; number 84, H, carries 0.202; number 85, H, carries 0.261; number 86, H, carries 0.726; number 87, H, carries -0.206; number 88, H, carries 0.527; number 89, H, carries 0.119; number 90, H, carries 0.281; number 91, H, carries 0.364; number 92, H, carries 0.220; number 93, H, carries 0.446; number 94, H, carries 0.252


No. 4
C22H31AuN7 | wB97M-V/def2-TZVPD

Geometry as XYZ:
```
61
Properties=species:S:1:pos:R:3
Au 0.2458 -0.4717 -0.8974
C 3.0109 -0.3628 0.7956
N 2.5842 -0.1986 -0.6104
C 2.9418 1.0985 -1.2038
C 1.8452 2.1004 -1.0834
N 0.5468 1.7893 -1.2508
C -0.1239 2.9721 -1.2797
C -1.4874 3.2936 -1.5529
C -1.8639 4.6118 -1.5229
C -0.9335 5.6281 -1.2506
C 0.4359 5.3386 -1.0048
C 0.8077 4.0248 -1.0615
N 2.0424 3.4076 -0.9331
C 1.8876 -0.3531 1.7876
N 0.6146 -0.5127 1.5042
C -0.0439 -0.6045 2.7247
C -1.3831 -0.8294 3.0498
C -1.7289 -0.8775 4.3853
C -0.7799 -0.7055 5.4006
C 0.5535 -0.4916 5.1029
C 0.8980 -0.4672 3.7600
N 2.1134 -0.3039 3.1161
H 3.5269 -1.3212 0.8977
H 3.7417 0.4041 1.0668
H 3.0364 -0.9157 -1.1645
H 3.8675 1.5004 -0.7837
H 3.1151 0.9567 -2.2752
H -2.2072 2.5412 -1.8342
H -2.8903 4.8739 -1.7405
H -1.2571 6.6620 -1.2564
H 1.1444 6.1253 -0.7747
H 2.9292 3.8848 -0.8269
H -2.1372 -1.0042 2.2944
H -2.7597 -1.0597 4.6577
H -1.0868 -0.7581 6.4354
H 1.2854 -0.3347 5.8845
H 3.0063 -0.2178 3.5766
C -2.2634 -0.4768 -2.7324
N -1.9434 -0.8204 -1.3336
C -2.7773 -0.0251 -0.4151
C -2.1436 -2.2570 -1.0406
C -1.0955 -3.1097 -1.7140
N 0.2561 -2.7674 -1.2242
C 0.5189 -3.3931 0.0869
C 1.2665 -3.2103 -2.2013
H -3.3445 -0.5103 -2.8966
H -1.7901 -1.1576 -3.4328
H -1.9090 0.5278 -2.9574
H -3.8106 -0.3820 -0.4368
H -2.7761 1.0182 -0.7085
H -2.3938 -0.0920 0.5995
H -3.1440 -2.5681 -1.3581
H -2.0883 -2.3850 0.0412
H -1.1164 -2.9677 -2.7927
H -1.3051 -4.1671 -1.5281
H 0.4269 -4.4807 0.0115
H -0.1773 -3.0340 0.8405
H 1.5310 -3.1559 0.4091
H 1.1406 -4.2769 -2.4114
H 2.2699 -3.0707 -1.8007
H 1.1704 -2.6618 -3.1368
```

Summary:
- spin multiplicity = 3
- ΔE to the lowest compared entry with this formula, charge and spin (kcal per mole) = 17.9
- highest occupied orbital energy (spin up / spin down) (eV) = -16.22 / -16.22
- frontier orbital gap (spin up / spin down) (eV) = 6.89 / 3.27
- charge = +3
- ⟨S²⟩ = 2.025
- strongest force on any atom (eV Å⁻¹) = 1.076

Computed natural (NBO) charges, given in elementary charges: number 1, Au, carries 1.200; number 2, C, carries -0.281; number 3, N, carries -0.626; number 4, C, carries -0.297; number 5, C, carries 0.508; number 6, N, carries -0.518; number 7, C, carries 0.211; number 8, C, carries -0.102; number 9, C, carries -0.214; number 10, C, carries 0.046; number 11, C, carries -0.154; number 12, C, carries 0.166; number 13, N, carries -0.493; number 14, C, carries 0.367; number 15, N, carries -0.627; number 16, C, carries 0.133; number 17, C, carries -0.239; number 18, C, carries -0.184; number 19, C, carries -0.168; number 20, C, carries -0.202; number 21, C, carries 0.094; number 22, N, carries -0.504; number 23, H, carries 0.255; number 24, H, carries 0.229; number 25, H, carries 0.420; number 26, H, carries 0.244; number 27, H, carries 0.282; number 28, H, carries 0.245; number 29, H, carries 0.277; number 30, H, carries 0.271; number 31, H, carries 0.275; number 32, H, carries 0.470; number 33, H, carries 0.201; number 34, H, carries 0.244; number 35, H, carries 0.251; number 36, H, carries 0.247; number 37, H, carries 0.444; number 38, C, carries -0.430; number 39, N, carries -0.431; number 40, C, carries -0.427; number 41, C, carries -0.254; number 42, C, carries -0.257; number 43, N, carries -0.426; number 44, C, carries -0.431; number 45, C, carries -0.427; number 46, H, carries 0.232; number 47, H, carries 0.229; number 48, H, carries 0.206; number 49, H, carries 0.234; number 50, H, carries 0.201; number 51, H, carries 0.229; number 52, H, carries 0.246; number 53, H, carries 0.226; number 54, H, carries 0.226; number 55, H, carries 0.248; number 56, H, carries 0.231; number 57, H, carries 0.226; number 58, H, carries 0.211; number 59, H, carries 0.238; number 60, H, carries 0.206; number 61, H, carries 0.225